Below is 14 unconnected molecules or ions with the total composition C4H38NO14 in a non-equilibrium geometry, with properties calculated with ωB97M-V/def2-TZVPD.

Summary:
Highest occupied orbital energy (eV): -13.17
E (eV): -34912.8122
Energy relative to the best compared isomer or geometry (same formula, charge and spin) (kJ/mol): 439.5
LUMO (eV): -2.88
Gap between HOMO and LUMO (hartree): 0.37837

```
! wB97M-V def2-TZVPD RIJCOSX def2/J DEFGRID3
* xyz 1 1
O 0.55971 -0.48726 -0.70545
C 1.81241 -0.04787 -0.97718
C 2.22089 0.92355 0.20816
N 0.95863 1.54346 0.85270
C 1.07300 3.00503 1.12580
C -0.10341 3.77369 1.71691
H 0.60772 -1.45515 -0.40813
H 2.50504 -0.90325 -1.16682
H 1.75129 0.56899 -1.97623
H 2.74262 0.38274 1.02570
H 2.73526 1.80527 -0.25428
H 0.78369 1.13480 1.86403
H 0.17321 1.29807 0.19155
H 2.07722 3.02762 1.62379
H 1.26538 3.51912 0.13929
H -0.95386 3.05629 2.02783
H 0.19247 4.46386 2.53208
H -0.48840 4.35644 0.89125
H 0.44417 -2.75874 -1.33363
H 0.10427 -3.87751 -0.35141
O -0.16140 -2.91457 -0.64047
H -3.42776 0.33603 -0.20420
H -2.55024 -0.91827 -0.08043
O -2.70685 -0.02263 0.30124
H 3.14431 -3.67412 -1.28117
H 3.92697 -2.68901 -0.62895
O 3.03321 -2.77593 -0.95923
H -3.35701 -3.05722 -0.41675
H -1.87042 -2.85608 -0.85841
O -2.74189 -2.44168 -0.86726
H -1.07908 -0.81335 1.95764
H -0.73018 -1.06221 3.57395
O -0.41903 -0.67515 2.71450
H -1.65785 -1.84440 -4.78684
H -2.11972 -1.87314 -3.35386
O -1.31852 -1.79529 -3.87098
H -0.81139 -3.05717 4.19068
H -1.88466 -2.73479 3.17572
O -1.63092 -2.58392 4.12796
H 1.81515 1.61921 4.52184
H 0.46469 1.12480 4.05355
O 1.25566 1.64079 3.76499
H -0.05282 1.77331 -4.18460
H 0.00251 1.65178 -2.67455
O -0.54178 1.89821 -3.36634
H -3.27405 1.74356 2.10154
H -3.40722 2.33614 0.66632
O -3.01770 2.45638 1.53420
H 2.60421 -2.46219 0.94469
H 2.77333 -1.48491 1.95416
O 3.21571 -2.30006 1.66336
H -3.72268 2.08932 -3.12280
H -2.57985 1.60259 -2.37188
O -3.50281 1.81407 -2.20732
H 2.53351 -0.02066 -4.44427
H 1.50364 -1.11047 -4.08779
O 1.83163 -0.24817 -3.86421
*
```

---

Below is 2 unconnected molecules or ions with the total composition C2H6S3 in a non-equilibrium geometry, with properties calculated with ωB97M-V/def2-TZVPD.

Summary:
Highest occupied orbital energy (spin up / spin down) (eV): -7.66 / -7.57
E (eV): -34673.6011
Energy relative to the best compared isomer or geometry (same formula, charge and spin) (kJ/mol): 275.6
LUMO (spin up / spin down) (eV): -1.40 / -1.48
Gap between HOMO and LUMO (spin up / spin down) (hartree): 0.22979 / 0.22397

```
! wB97M-V def2-TZVPD RIJCOSX def2/J DEFGRID3
* xyz 0 1
C -0.80434 0.38376 -0.18534
C 0.34993 -0.45432 -0.56608
S 0.92409 0.72375 2.38005
S 1.43786 0.40054 -1.65602
S 0.45617 -2.21198 -0.52208
H -1.73678 -0.12563 -0.08195
H -0.33934 0.71500 1.00301
H -0.73571 1.37447 -0.65538
H -0.03674 1.26668 3.22339
H 2.59964 -0.38693 -1.33738
H -0.91600 -2.31860 -0.25816
*
```

---

Below is a molecular structure, C14H28N4ORuSe2Si2Te2, with properties calculated with ωB97M-V/def2-TZVPD.

Summary:
Highest occupied orbital energy (spin up / spin down) (eV): -6.50 / -6.52
E (eV): -186602.0029
Energy relative to the best compared isomer or geometry (same formula, charge and spin) (kJ/mol): 32.2
LUMO (spin up / spin down) (eV): -1.48 / -1.48
Gap between HOMO and LUMO (spin up / spin down) (hartree): 0.18468 / 0.18519

```
! wB97M-V def2-TZVPD RIJCOSX def2/J DEFGRID3
* xyz 0 1
Ru -1.54792 -0.19757 -0.28530
C 0.24768 -0.57053 -3.51497
Si -0.30390 1.08334 -2.85931
C -1.98206 1.61750 -3.41823
C 0.90831 2.32445 -3.57274
N -0.26967 0.97285 -1.04524
C 0.56495 1.61568 -0.18959
C 1.61773 2.52404 -0.51646
C 2.38448 3.07291 0.46475
C 2.17038 2.75571 1.83408
C 1.18431 1.89305 2.19663
C 0.35020 1.30655 1.19601
N -0.62131 0.42310 1.40281
Si -1.11355 -0.37003 2.91549
C -1.77767 0.85989 4.14463
C -2.41896 -1.62720 2.49560
C 0.35566 -1.28694 3.62409
H 0.19036 -0.56094 -4.60642
H -0.37060 -1.39100 -3.15654
H 1.28635 -0.77320 -3.23850
H -1.92180 1.93480 -4.46306
H -2.35090 2.45852 -2.82738
H -2.71159 0.81469 -3.33622
H 0.76356 2.29394 -4.65618
H 1.95333 2.07814 -3.38061
H 0.71970 3.34974 -3.25041
H 1.80137 2.79071 -1.54060
H 3.16782 3.77154 0.20186
H 2.79317 3.21553 2.59039
H 1.00661 1.65256 3.23705
H -2.55560 1.47280 3.68570
H -1.01036 1.52587 4.54410
H -2.22012 0.32043 4.98582
H -3.35600 -1.17728 2.16334
H -2.63344 -2.21467 3.39427
H -2.08629 -2.33088 1.72696
H 1.23930 -0.65956 3.75975
H 0.63245 -2.12142 2.97661
H 0.08671 -1.69382 4.60215
Se -3.18699 1.39572 0.35166
Te -5.20631 1.21422 -1.17346
Te -5.16748 -1.45847 -1.13365
Se -2.74965 -1.66041 -1.83228
C 2.85949 -3.83593 -0.71639
N 1.50676 -3.34734 -0.85552
C 1.03833 -2.19096 -0.33274
N 1.92747 -1.39571 0.29758
O -0.16811 -1.92533 -0.45087
H 2.92517 -4.81465 -1.18335
H 3.14698 -3.94514 0.33229
H 3.57922 -3.18499 -1.21977
H 0.79847 -3.91916 -1.28229
H 2.91253 -1.58208 0.27673
H 1.61141 -0.50306 0.63773
*
```

---

Below is a molecular structure, C6H13Cl10HgO in a non-equilibrium geometry, with properties calculated with ωB97M-V/def2-TZVPD.

Summary:
Highest occupied orbital energy (eV): -13.00
E (eV): -137867.4357
Energy relative to the best compared isomer or geometry (same formula, charge and spin) (kJ/mol): 175.5
LUMO (eV): -9.10
Gap between HOMO and LUMO (hartree): 0.14345

```
! wB97M-V def2-TZVPD RIJCOSX def2/J DEFGRID3
* xyz 1 1
Hg 2.60413 2.79652 -0.21338
C 0.55332 -0.02589 0.52681
O 1.04817 1.21472 0.16509
H -0.14991 0.08133 1.36060
H 0.07632 -0.61920 -0.25917
H 1.40895 -0.63238 0.87486
C -1.82521 3.04709 2.16648
Cl -2.76849 2.77586 0.69220
Cl -1.89416 4.77237 2.62969
H -2.22388 2.45537 2.98308
H -0.79206 2.78792 1.95803
C -1.14361 2.49047 -2.53116
Cl -0.47900 2.84029 -4.16147
Cl -2.15267 1.04597 -2.58498
H -0.32962 2.30951 -1.83477
H -1.70985 3.37530 -2.26152
C 4.89355 -1.43759 0.66282
Cl 4.59368 0.00903 -0.32658
Cl 3.41523 -2.37618 0.89739
H 5.65428 -2.02501 0.15746
H 5.28155 -1.16040 1.63802
C 0.64279 -3.53013 -1.49006
Cl 1.58500 -5.01705 -1.55400
Cl -0.72963 -3.68832 -0.32456
H 1.28084 -2.68468 -1.25665
H 0.14348 -3.40081 -2.44453
C -3.28086 -1.07875 0.81825
Cl -3.33937 -0.25254 2.41117
Cl -4.81231 -1.83600 0.44632
H -3.03525 -0.38665 0.01631
H -2.51541 -1.85016 0.83827
*
```

---

Below is a molecular structure, C18H18N2PdS5Sb, with properties calculated with ωB97M-V/def2-TZVPD.

Summary:
Highest occupied orbital energy (eV): -3.84
E (eV): -86136.0556
Energy relative to the best compared isomer or geometry (same formula, charge and spin) (kJ/mol): 14.4
LUMO (eV): 2.29
Gap between HOMO and LUMO (hartree): 0.22507

```
! wB97M-V def2-TZVPD RIJCOSX def2/J DEFGRID3
* xyz -1 1
Pd 0.73121 1.68314 0.55365
S 3.15437 1.45542 -3.16181
C 2.58093 3.06883 -3.04777
C 1.85700 3.28960 -1.91316
C 1.74151 2.13194 -1.09160
C 2.39686 1.06413 -1.65521
C 2.38957 -0.23196 -1.01719
C 3.06060 -1.35946 -1.48994
C 2.98645 -2.53778 -0.77491
C 2.25330 -2.57106 0.40117
C 1.60791 -1.41360 0.80456
N 1.65521 -0.27563 0.11756
H 2.81928 3.77429 -3.82883
H 1.42217 4.24349 -1.65596
H 3.63367 -1.29236 -2.40520
H 3.50122 -3.42289 -1.12811
H 2.17056 -3.46883 0.99732
H 1.01887 -1.40446 1.70947
S -2.37674 2.28655 2.55537
Sb -1.82518 4.30333 0.83598
S -0.61873 1.23137 2.51578
S 0.53339 3.88355 1.06772
S -2.04387 6.21695 2.02463
C -1.73869 1.30284 -1.69461
N -1.31926 0.18455 -0.86843
C -0.90263 -0.93399 -1.68007
C -2.35505 -0.17715 0.08368
C -1.86385 -1.00529 1.24762
C -2.12566 -2.37162 1.25455
C -1.73000 -3.19838 2.29770
C -1.07922 -2.65044 3.39016
C -0.82059 -1.28640 3.41310
C -1.18246 -0.46389 2.34871
H -2.61799 1.05063 -2.31453
H -0.92030 1.59631 -2.35373
H -1.98809 2.15721 -1.06706
H -1.72061 -1.31312 -2.32058
H -0.55883 -1.75518 -1.04688
H -0.07310 -0.63200 -2.32210
H -3.16740 -0.73643 -0.41628
H -2.78615 0.74254 0.48027
H -2.65575 -2.79391 0.40755
H -1.94399 -4.25925 2.25923
H -0.78030 -3.27152 4.22528
H -0.31962 -0.84005 4.26292
*
```

---

Below is a molecular structure, H30O27S3Zn3 in a non-equilibrium geometry, with properties calculated with ωB97M-V/def2-TZVPD.

Summary:
Highest occupied orbital energy (eV): -5.41
E (eV): -233530.7125
Energy relative to the best compared isomer or geometry (same formula, charge and spin) (kJ/mol): 0.0
LUMO (eV): -2.61
Gap between HOMO and LUMO (hartree): 0.10281

```
! wB97M-V def2-TZVPD RIJCOSX def2/J DEFGRID3
* xyz 0 1
Zn -2.36963 -1.38398 1.21243
Zn 0.90721 -1.85566 -2.98519
Zn 1.15100 1.39850 2.13237
S -0.21747 0.26582 -0.60903
O 0.79682 0.78949 0.31278
O -0.98415 1.41547 -1.07069
O 0.40710 -0.46758 -1.73950
O -1.15031 -0.61522 0.07708
S -1.73441 0.63544 3.64194
O -0.56079 1.14038 2.92489
O -2.53703 -0.15462 2.73613
O -1.30358 -0.27722 4.71939
O -2.45051 1.73643 4.31361
S 2.18216 -1.00197 3.96761
O 1.34430 -2.18196 4.01988
O 3.55960 -1.49072 4.00238
O 1.88241 -0.31289 2.75505
O 2.08295 -0.19178 5.15963
O -4.09608 -0.56397 0.32950
H -4.87220 -1.11558 0.42752
H -4.09876 -0.30764 -0.59274
O -0.47168 -3.05561 -1.97642
H -1.38133 -3.33562 -2.07819
H -0.25513 -3.26863 -1.06869
O 0.38615 3.23628 1.50080
H -0.53418 3.48953 1.57220
H 0.77983 3.91459 0.95205
O 2.20129 -0.43877 -3.92952
H 3.03415 -0.71194 -4.31417
H 2.39643 0.39513 -3.50201
O 1.52982 2.95556 -1.37179
H 0.70235 2.49687 -1.22640
H 1.37850 3.83727 -1.03133
O -1.13430 1.43909 -3.72529
H -0.41912 1.91452 -4.14805
H -0.95692 1.52223 -2.78835
O -3.90565 2.10545 -1.76502
H -3.00304 2.05984 -1.44971
H -4.37348 2.58929 -1.08438
O 2.47746 -2.42340 -1.91247
H 3.06820 -3.17312 -1.98443
H 2.33133 -2.32242 -0.97190
O -2.56201 -3.05299 0.06692
H -3.02794 -3.24059 -0.74791
H -2.39612 -3.91344 0.45208
O 1.97750 -1.87961 0.83222
H 1.81653 -1.43519 1.66457
H 1.42682 -2.66176 0.86737
O -0.52031 -1.07089 -4.16654
H -0.88739 -1.27602 -5.02643
H -0.76604 -0.15876 -4.01210
O -1.91588 3.69363 -0.18417
H -2.76438 3.39243 0.14073
H -1.44972 2.89096 -0.41794
O -0.82905 -2.10935 2.26505
H -0.72097 -3.05971 2.22806
H -0.26569 -1.83168 2.98738
O 2.95912 2.00769 1.36208
H 3.15623 2.67795 0.70776
H 3.74192 1.97136 1.91173
O 3.81698 0.04437 -0.49690
H 4.35280 0.56116 0.10482
H 3.06829 -0.23646 0.02922
*
```

---

Below is a molecular structure, C2Ag2O6 in a non-equilibrium geometry, with properties calculated with ωB97M-V/def2-TZVPD.

Summary:
Highest occupied orbital energy (eV): 0.53
E (eV): -22352.9195
Energy relative to the best compared isomer or geometry (same formula, charge and spin) (kJ/mol): 0.0
LUMO (eV): 3.17
Gap between HOMO and LUMO (hartree): 0.09692

```
! wB97M-V def2-TZVPD RIJCOSX def2/J DEFGRID3
* xyz -2 1
Ag -1.59770 2.55698 -1.73132
Ag -0.31790 -0.09818 -1.33537
C -2.02635 0.62460 0.97579
O -1.22573 -0.29204 1.35185
O -2.28257 1.51910 1.86578
O -2.17482 0.85587 -0.31252
C 2.38881 -1.33243 -0.15186
O 1.71619 -1.81594 -1.14694
O 1.86222 -0.52107 0.64923
O 3.65785 -1.49688 -0.16463
*
```

---

Below is 2 unconnected molecules or ions with the total composition C7H19B2F4N3O in a non-equilibrium geometry, with properties calculated with ωB97M-V/def2-TZVPD.

Summary:
Highest occupied orbital energy (eV): -9.53
E (eV): -26314.2089
LUMO (eV): -1.59
Gap between HOMO and LUMO (hartree): 0.29159

```
! wB97M-V def2-TZVPD RIJCOSX def2/J DEFGRID3
* xyz 0 1
C -2.53207 -0.08021 -0.04885
C -1.36234 0.85278 -0.32866
C -0.40237 0.45752 -1.49120
C -0.66854 -0.87148 -2.18013
C -0.05129 -2.05377 -1.42809
N 1.39577 -1.85172 -1.39145
C 2.15533 -1.92859 -0.34624
N 3.52104 -1.76999 -0.46524
N 1.62254 -2.22926 0.87291
B 1.43884 -1.06107 1.84116
C 2.58617 -0.06395 2.22523
O 0.24152 -0.92398 2.43083
H -3.08746 -0.36381 -0.93077
H -3.22468 0.46889 0.57681
H -2.23609 -0.94516 0.54200
H -0.76380 0.94469 0.56790
H -1.72750 1.85083 -0.51156
H -0.48107 1.22284 -2.25091
H 0.61328 0.50622 -1.11247
H -0.16161 -0.83587 -3.14617
H -1.70603 -1.06071 -2.40204
H -0.28439 -2.99997 -1.90128
H -0.47066 -2.07141 -0.43710
H 1.81756 -1.61971 -2.28077
H 3.81943 -0.85594 -0.13157
H 3.77478 -1.82005 -1.44929
H 2.23237 -2.92714 1.29513
H 2.19676 0.60710 2.97750
H 3.43953 -0.56218 2.67449
H 2.90051 0.57217 1.40194
H -0.49060 -0.96900 1.79225
B -2.82608 4.48798 1.01076
F -3.38788 5.38284 1.92577
F -1.41584 4.57571 1.04637
F -3.19731 3.16440 1.34437
F -3.27783 4.77099 -0.29164
*
```